[1]
Here is a cluster of 5 separate species, C40H54F4N3O in total in a non-equilibrium geometry from OMol25. Energies are from ωB97M-V with the def2-TZVPD basis set.

Atoms and positions in Å:
C1 -5.30145 2.33361 -0.16577
C2 -3.84232 2.38464 -0.91094
C3 -3.00049 0.95434 -0.69804
N1 -2.44688 0.48236 -2.00657
C4 -1.01992 0.81874 -2.27688
C5 -0.93279 1.16997 -3.91211
C6 -1.72311 2.57005 -4.24644
C7 -2.80077 2.48125 -5.47872
C8 -3.76879 1.15878 -5.46601
N2 -4.80967 1.29993 -6.59654
C9 0.04522 -0.45096 -2.08266
C10 0.42803 -0.75810 -0.52116
C11 1.88401 -1.52654 -0.47435
C12 -0.68649 -1.89034 0.00260
N3 0.29899 0.41163 0.42353
O1 1.06751 0.18306 1.50859
C13 0.58744 1.74361 -0.22067
C14 2.16883 1.89141 -0.69403
C15 0.32977 2.89052 0.96851
C16 -0.38126 2.10886 -1.51569
H1 -6.08294 1.97241 -0.98732
H2 -5.28957 1.58309 0.73909
H3 -5.58342 3.42989 0.14073
H4 -4.04625 2.47932 -2.07611
H5 -3.25074 3.31061 -0.48477
H6 -2.25963 0.98857 0.20379
H7 -3.84753 0.17141 -0.38602
H8 -3.09032 0.60721 -2.81620
H9 -1.23102 0.25884 -4.58569
H10 0.22117 1.38424 -4.12577
H11 -0.92722 3.39641 -4.52774
H12 -2.32350 3.00771 -3.31394
H13 -3.52343 3.42310 -5.35399
H14 -2.27378 2.64320 -6.53296
H15 -3.14698 0.17509 -5.63801
H16 -4.42725 1.06562 -4.47441
H17 -5.46151 2.05298 -6.22425
H18 -5.38888 0.41441 -6.49314
H19 1.04340 -0.22270 -2.69320
H20 -0.41381 -1.42279 -2.57350
H21 1.85499 -2.35017 -1.32084
H22 2.80084 -0.83472 -0.70138
H23 1.93913 -2.09443 0.54859
H24 -1.75293 -1.41172 0.17909
H25 -0.31894 -2.26573 1.05927
H26 -0.72636 -2.83532 -0.69166
H27 2.37519 1.29909 -1.70533
H28 2.36043 3.03154 -0.93038
H29 2.88322 1.45863 0.13290
H30 1.40402 3.12603 1.41444
H31 -0.12081 3.88801 0.55240
H32 -0.30099 2.46703 1.87360
H33 0.35694 2.62462 -2.30178
H34 -1.13180 2.95062 -1.20406
F1 1.07155 6.22616 1.41444
C17 1.06667 6.35616 2.74774
C18 2.26208 6.59678 3.41612
C19 2.25672 6.73732 4.80385
C20 1.05622 6.62467 5.50947
C21 -0.13770 6.37801 4.83002
C22 -0.13359 6.24867 3.44139
H35 3.18599 6.67288 2.85216
H36 3.18483 6.93334 5.33500
H37 1.05316 6.72991 6.59228
H38 -1.07020 6.28664 5.38174
H39 -1.05375 6.06569 2.89647
F2 1.64158 -2.76909 -3.42539
C23 1.12708 -3.99726 -3.57198
C24 1.96337 -5.10461 -3.48229
C25 1.42723 -6.38382 -3.62975
C26 0.06112 -6.54097 -3.87637
C27 -0.76920 -5.42303 -3.96971
C28 -0.23469 -4.14468 -3.81110
H40 3.02336 -4.96273 -3.29856
H41 2.07127 -7.25638 -3.55362
H42 -0.35586 -7.53869 -3.99576
H43 -1.83143 -5.54762 -4.16581
H44 -0.86716 -3.26522 -3.87170
F3 1.42150 -10.18492 -3.54471
C29 1.41661 -10.05492 -2.21141
C30 2.61203 -9.81430 -1.54303
C31 2.60666 -9.67376 -0.15530
C32 1.40616 -9.78641 0.55031
C33 0.21224 -10.03307 -0.12913
C34 0.21636 -10.16241 -1.51776
H45 3.53594 -9.73820 -2.10699
H46 3.53478 -9.47773 0.37585
H47 1.40311 -9.68116 1.63313
H48 -0.72026 -10.12444 0.42259
H49 -0.70381 -10.34539 -2.06268
F4 0.90622 4.59470 7.42668
C35 1.97169 4.13952 8.09913
C36 3.22121 4.14933 7.48902
C37 4.33173 3.68026 8.19066
C38 4.17822 3.19596 9.49207
C39 2.91903 3.18555 10.09397
C40 1.81078 3.66502 9.39616
H50 3.31982 4.52147 6.47450
H51 5.31426 3.69092 7.72540
H52 5.04391 2.82605 10.03734
H53 2.80132 2.80433 11.10546
H54 0.82627 3.67253 9.85202

Forces on atoms 1 to 2 (eV/Å):
0.1 0.1 -1.0
-0.2 -0.4 0.5

Properties
**2S+1**: 2
**Maximum force**: 3.5 eV Å⁻¹
**Energy**: -2195.1924 a.u.
**HOMO energy (alpha / beta)**: -8.31 / -8.31 eV
**Kohn-Sham gap (alpha / beta)**: 9.0 / 8.3 eV

=====

[2]
Here is a structure of composition C40H54IrN3PS6Sb in a non-equilibrium geometry from OMol25. Energies are from ωB97M-V with the def2-TZVPD basis set.

Atoms and positions in Å:
Ir1 0.28023 1.29854 0.33537
S1 0.47735 3.29277 1.68620
C1 -0.19455 2.86568 3.17862
C2 -0.45726 3.94142 4.09225
N1 -0.65661 4.82188 4.80477
C3 -0.47846 1.58608 3.53127
S2 -0.17676 0.23614 2.54403
C4 -1.05345 1.29266 4.81254
N2 -1.52034 0.99770 5.82149
C5 -0.62822 5.10706 -2.41155
C6 0.56811 5.18640 -1.47380
S3 1.53120 3.66440 -1.23202
C7 2.05476 3.23738 -2.90909
C8 1.08922 2.39756 -3.75938
S4 0.16535 1.12713 -2.83904
C9 -1.55034 1.41379 -3.37850
C10 -2.05045 2.85653 -3.43810
S5 -1.81741 3.82278 -1.91226
H1 -0.32093 4.93400 -3.44165
H2 -1.16481 6.05479 -2.36861
H3 0.24623 5.45025 -0.46556
H4 1.26563 5.94808 -1.82571
H5 2.98173 2.68807 -2.75375
H6 2.28892 4.17171 -3.42073
H7 1.66402 1.87608 -4.52463
H8 0.35536 3.02230 -4.25913
H9 -2.12916 0.84808 -2.64860
H10 -1.66498 0.95042 -4.35982
H11 -3.12595 2.82538 -3.61377
H12 -1.60398 3.41429 -4.25853
S6 -2.15987 1.50765 0.14722
Sb1 -3.22706 -0.48176 0.72349
C11 -5.25947 0.05897 0.63625
C12 -6.17771 -0.44264 1.55311
C13 -7.50571 -0.04582 1.46951
C14 -7.90993 0.83376 0.47493
C15 -6.99050 1.32392 -0.44484
C16 -5.65996 0.94304 -0.36326
C17 -2.87353 -1.73841 -0.93853
C18 -1.60530 -1.79140 -1.51044
C19 -1.41127 -2.54179 -2.66195
C20 -2.47521 -3.22831 -3.23490
C21 -3.73845 -3.16842 -2.66177
C22 -3.94443 -2.41756 -1.51175
C23 -2.94861 -1.46917 2.56794
C24 -3.47507 -0.87795 3.71101
C25 -3.26838 -1.48686 4.94087
C26 -2.53269 -2.66250 5.01700
C27 -2.01406 -3.24485 3.86681
C28 -2.22124 -2.65132 2.63042
H13 -5.86501 -1.13354 2.32634
H14 -8.22535 -0.42702 2.18222
H15 -8.94632 1.13886 0.41472
H16 -7.31071 2.00221 -1.22463
H17 -4.93342 1.33928 -1.06332
H18 -0.78001 -1.23460 -1.07504
H19 -0.42890 -2.58905 -3.11504
H20 -2.32101 -3.80661 -4.13676
H21 -4.56593 -3.70300 -3.10974
H22 -4.93320 -2.35701 -1.07112
H23 -4.02638 0.05374 3.65056
H24 -3.66978 -1.03467 5.83765
H25 -2.36059 -3.12367 5.98064
H26 -1.44459 -4.16304 3.93349
H27 -1.81446 -3.09865 1.73022
C29 1.23908 -2.78445 0.89832
C30 2.66987 -2.30060 1.17742
C31 2.72373 -1.87789 2.64956
C32 3.69265 -3.42070 0.95789
P1 2.99706 -0.77507 0.08736
N3 1.66132 0.07735 -0.04188
C33 3.46936 -1.31408 -1.67919
C34 4.85781 -1.93432 -1.82654
C35 2.38136 -2.30503 -2.11854
C36 3.34295 -0.08630 -2.59402
C37 4.33056 0.34210 0.85562
C38 4.65516 1.41517 -0.19595
C39 3.72504 1.07593 2.06362
C40 5.60455 -0.40449 1.25251
H28 0.95659 -3.51142 1.66462
H29 1.12836 -3.26240 -0.07188
H30 0.54421 -1.94501 0.95183
H31 2.36803 -2.70962 3.26310
H32 2.07504 -1.02651 2.84332
H33 3.73601 -1.64774 2.97341
H34 3.55675 -4.17993 1.73246
H35 4.71445 -3.04811 1.03917
H36 3.57350 -3.91277 -0.00583
H37 4.99200 -2.81568 -1.20363
H38 5.64734 -1.22081 -1.59211
H39 4.99250 -2.24110 -2.86719
H40 2.46156 -3.26539 -1.61445
H41 2.47646 -2.48913 -3.19111
H42 1.39479 -1.87365 -1.93293
H43 4.26722 0.48374 -2.65488
H44 2.54319 0.55635 -2.23749
H45 3.08839 -0.41328 -3.60509
H46 3.73650 1.82947 -0.61222
H47 5.28471 1.02852 -0.99566
H48 5.19570 2.23105 0.28736
H49 2.71526 1.41213 1.84014
H50 4.32729 1.96094 2.28046
H51 3.70159 0.46597 2.96205
H52 6.02511 -0.97145 0.42322
H53 5.44543 -1.08286 2.08871
H54 6.35121 0.32992 1.56482

Forces on atoms 1 to 2 (eV/Å):
-0.4 -0.2 3.9
-0.1 -1.2 -2.2

Properties
**Net charge**: +1
**2S+1**: 2
**Maximum force**: 3.9 eV Å⁻¹
**Energy**: -4795.6498 a.u.
**HOMO energy (alpha / beta)**: -10.16 / -10.21 eV
**Kohn-Sham gap (alpha / beta)**: 6.4 / 5.7 eV

=====

[3]
Here is a cluster of 2 separate species, C40H54N2O4P in total in a non-equilibrium geometry from OMol25. Energies are from ωB97M-V with the def2-TZVPD basis set.

Atoms and positions in Å:
C1 -4.44978 -3.67994 3.87982
C2 -3.55934 -2.54306 4.38597
C3 -2.74301 -1.92288 3.25494
C4 -1.85337 -0.78510 3.67920
O1 -1.27772 -0.14259 2.33253
P1 -1.54500 1.41088 2.07084
O2 -0.37444 2.41961 2.45867
C5 -0.39379 3.70516 3.33937
C6 -1.22551 4.77294 2.68508
C7 -1.12958 6.12377 3.41891
C8 -2.22194 6.37170 4.46165
O3 -2.16660 1.76002 0.60172
C9 -3.61632 2.09062 0.46173
C10 -3.76830 2.62201 -0.94134
C11 -5.18961 3.09176 -1.22050
C12 -5.34511 3.66140 -2.62596
H1 -4.84898 -4.25145 4.72222
H2 -5.29543 -3.28555 3.30786
H3 -3.89501 -4.37091 3.23551
H4 -4.17448 -1.76696 4.86163
H5 -2.86388 -2.91904 5.14814
H6 -2.10228 -2.70585 2.83146
H7 -3.42676 -1.58484 2.45943
H8 -2.40300 0.00103 4.21938
H9 -0.96388 -1.10067 4.22482
H10 -0.78977 3.38772 4.30465
H11 0.65986 3.97505 3.42757
H12 -0.87497 4.91078 1.65013
H13 -2.27316 4.43879 2.64790
H14 -0.14026 6.20164 3.89777
H15 -1.16972 6.91612 2.66105
H16 -2.20053 7.41978 4.77723
H17 -3.21486 6.16225 4.05204
H18 -2.07185 5.75491 5.35059
H19 -4.20121 1.17790 0.62829
H20 -3.88804 2.83504 1.22515
H21 -3.07112 3.45988 -1.09873
H22 -3.49768 1.83357 -1.66177
H23 -5.87387 2.24616 -1.07754
H24 -5.46592 3.84897 -0.47628
H25 -6.38722 3.93273 -2.80921
H26 -4.73032 4.55733 -2.74994
H27 -5.04015 2.92973 -3.37804
C13 2.78651 -4.79974 -2.76951
N1 1.98071 -3.60545 -2.89216
C14 0.96899 -3.50716 -3.81281
O4 0.67622 -4.35271 -4.63778
C15 0.27069 -2.17338 -3.56701
C16 -1.24104 -2.36675 -3.44434
C17 -1.52684 -3.22562 -2.24577
C18 -1.52750 -4.61864 -2.34125
C19 -1.55412 -5.39529 -1.16921
C20 -1.54363 -4.76547 0.07318
C21 -1.60778 -3.37409 0.16462
C22 -1.74087 -2.62079 -1.01355
N2 0.90784 -1.67778 -2.32353
C23 0.42600 -0.64851 -1.57499
C24 0.84392 -0.33834 -0.27746
C25 0.40031 0.77149 0.50239
C26 1.57322 1.50928 1.08789
C27 1.76875 2.89123 0.84655
C28 2.89062 3.54968 1.35129
C29 3.84134 2.84894 2.10129
C30 3.65925 1.48351 2.33792
C31 2.55358 0.82340 1.80471
C32 2.05547 -2.52161 -1.91837
C33 3.37536 -1.81232 -1.96599
C34 4.14202 -1.82240 -3.07839
C35 5.46231 -1.23096 -3.19665
C36 6.04587 -1.07239 -4.47785
C37 7.32783 -0.55676 -4.61970
C38 8.06571 -0.19087 -3.48012
C39 7.49845 -0.33038 -2.20629
C40 6.20462 -0.83677 -2.06190
H28 2.52890 -5.48855 -3.58141
H29 3.85008 -4.53847 -2.82825
H30 2.59462 -5.29116 -1.80309
H31 0.53940 -1.50945 -4.40912
H32 -1.72328 -1.38501 -3.37746
H33 -1.56667 -2.87431 -4.35918
H34 -1.46983 -5.09311 -3.31403
H35 -1.54663 -6.48183 -1.24701
H36 -1.49622 -5.36216 0.99591
H37 -1.53060 -2.85149 1.11262
H38 -1.92645 -1.55478 -0.95229
H39 -0.28698 0.00229 -2.09658
H40 1.57609 -0.99601 0.15750
H41 -0.41653 1.34218 0.07592
H42 1.06430 3.41605 0.20807
H43 3.01331 4.61564 1.14041
H44 4.69227 3.38445 2.53447
H45 4.38983 0.93065 2.92207
H46 2.43703 -0.26270 1.93329
H47 1.88390 -2.91802 -0.90120
H48 3.60877 -1.19281 -1.09725
H49 3.74079 -2.27811 -3.98986
H50 5.45827 -1.36367 -5.35041
H51 7.76162 -0.43882 -5.61408
H52 9.07766 0.19631 -3.58848
H53 8.06828 -0.04624 -1.31808
H54 5.75815 -0.95460 -1.07158

Forces on atoms 1 to 2 (eV/Å):
0.0 0.1 0.1
0.2 0.1 0.2

Properties
**Net charge**: +1
**Maximum force**: 8.0 eV Å⁻¹
**Energy**: -2308.0903 a.u.
**HOMO energy**: -9.22 eV
**Kohn-Sham gap**: 4.4 eV

=====

[4]
Here is a structure of composition C40H55AsCl5NO2Ti from OMol25. Energies are from ωB97M-V with the def2-TZVPD basis set.

Atoms and positions in Å:
Ti1 0.72336 -0.68852 0.41472
C1 0.26532 -4.96855 -5.25058
C2 -0.04064 -3.51486 -5.60763
C3 0.82769 -3.10333 -6.80552
C4 -1.52750 -3.39335 -5.97271
C5 0.24876 -2.58370 -4.44278
C6 0.68639 -3.01656 -3.22000
C7 0.83877 -2.05566 -2.20311
N1 1.25230 -2.26813 -0.94188
C8 2.03651 -3.22332 -0.44973
C9 2.79790 -4.15584 -1.20072
C10 3.69257 -4.94921 -0.55537
C11 3.78297 -4.81944 0.86341
C12 3.06701 -3.96192 1.67235
C13 2.18275 -3.09067 0.98353
O1 1.47307 -2.11427 1.51533
C14 3.31360 -4.06706 3.18085
C15 2.28812 -3.30025 4.00254
C16 4.71151 -3.51153 3.48813
C17 3.23640 -5.54109 3.60757
C18 4.59168 -5.95327 -1.25808
C19 6.05760 -5.59246 -0.98370
C20 4.28552 -7.35418 -0.70759
C21 4.35594 -5.95766 -2.76883
C22 0.57538 -0.65623 -2.40412
O2 0.78436 0.08147 -1.32372
C23 0.17294 -0.18539 -3.66653
C24 0.02573 -1.18275 -4.61793
C25 -0.14534 1.25514 -4.07214
C26 0.14410 2.26886 -2.97052
C27 0.69336 1.63549 -5.30157
C28 -1.64259 1.33234 -4.40931
H1 0.06106 -5.60523 -6.11022
H2 -0.35636 -5.32652 -4.42797
H3 1.31603 -5.10684 -4.98628
H4 0.64277 -3.78381 -7.63660
H5 1.88997 -3.14978 -6.56124
H6 0.60149 -2.09636 -7.15738
H7 -1.75190 -4.04924 -6.81376
H8 -1.79652 -2.38002 -6.27172
H9 -2.16510 -3.68385 -5.13682
H10 0.81531 -4.06369 -3.00167
H11 2.71214 -4.17136 -2.27241
H12 4.50085 -5.46317 1.35200
H13 2.36645 -2.23532 3.81125
H14 2.47949 -3.46795 5.06314
H15 1.26700 -3.61836 3.78868
H16 4.79314 -2.45991 3.20440
H17 5.49094 -4.06087 2.95934
H18 4.91804 -3.59108 4.55574
H19 2.26970 -5.97676 3.35221
H20 3.35804 -5.60336 4.68884
H21 4.01842 -6.15758 3.16759
H22 6.30004 -5.61851 0.07958
H23 6.30214 -4.60132 -1.36781
H24 6.70534 -6.31620 -1.47814
H25 4.48420 -7.43332 0.36167
H26 4.92211 -8.08480 -1.20658
H27 3.24596 -7.63312 -0.88386
H28 4.57863 -4.98767 -3.21786
H29 3.32969 -6.23566 -3.01735
H30 5.01222 -6.68848 -3.23933
H31 -0.31794 -0.87429 -5.59442
H32 1.17753 2.22984 -2.62486
H33 -0.51186 2.12039 -2.11669
H34 -0.04313 3.26948 -3.35970
H35 1.76092 1.54683 -5.09504
H36 0.48822 2.67225 -5.56754
H37 0.46389 1.03128 -6.17792
H38 -2.25166 1.07630 -3.53936
H39 -1.91884 0.66285 -5.22407
H40 -1.89952 2.34727 -4.71293
Cl1 -0.18341 2.43127 0.38381
C29 -1.50252 1.29556 0.24764
C30 -1.23567 -0.05301 0.43725
C31 -2.23976 -0.96365 0.20145
Cl2 -1.81989 -2.64871 0.26819
C32 -3.53287 -0.56707 -0.15392
Cl3 -4.76254 -1.72488 -0.41204
C33 -3.78836 0.79739 -0.30848
Cl4 -5.35069 1.32450 -0.74607
C34 -2.76190 1.74108 -0.12915
Cl5 -3.06388 3.40469 -0.37931
C35 -1.23586 2.34852 3.72106
C36 0.26567 2.17131 3.55856
As1 0.82722 0.42248 2.89249
C37 2.77567 0.55421 2.95326
C38 3.25695 0.83875 1.53867
C39 0.08416 -0.72533 4.29309
C40 -1.05365 -1.60210 3.80202
H41 -1.44197 3.31051 4.18889
H42 -1.67027 1.57888 4.36101
H43 -1.76005 2.33043 2.76732
H44 0.76151 2.22304 4.53392
H45 0.70978 2.94409 2.93310
H46 3.19914 -0.37279 3.33525
H47 3.06692 1.35670 3.63278
H48 4.34536 0.88176 1.47996
H49 2.86587 1.77702 1.14128
H50 2.98838 0.03173 0.82349
H51 -0.26126 -0.03271 5.06377
H52 0.88723 -1.31016 4.73263
H53 -1.86272 -1.00963 3.36781
H54 -1.47248 -2.16700 4.63484
H55 -0.71740 -2.31741 3.04973

Forces on atoms 1 to 2 (eV/Å):
-0.2 0.6 -0.3
0.0 0.0 0.0

Properties
**Net charge**: +2
**Maximum force**: 0.7 eV Å⁻¹
**Energy**: -7148.1641 a.u.
**HOMO energy (alpha / beta)**: -13.67 / -13.67 eV
**Kohn-Sham gap (alpha / beta)**: 5.2 / 5.2 eV

=====

Among the records above, which one has the highest maximum force? C40H54N2O4P